[1]
ORCA calculation (the ωB97M-V functional and the def2-TZVPD basis) on a cluster of 13 separate species, C42H118N8O13 in total in a non-equilibrium geometry.

```
181
C42H118N8O13 (the ωB97M-V functional and the def2-TZVPD basis)
C 3.0901 -1.1283 -5.4244
C 2.6771 -2.5270 -4.9377
C 2.8516 -2.7167 -3.4393
O 2.5561 -3.9892 -2.9486
C 3.5138 -4.9985 -3.1712
N 1.3018 -2.7066 -5.4165
H 2.4995 -0.3692 -4.9132
H 3.2287 -1.0516 -6.5021
H 4.1347 -0.8840 -5.1757
H 3.2710 -3.3159 -5.4132
H 2.2638 -1.9504 -2.9171
H 3.8792 -2.4791 -3.1119
H 3.2603 -5.7995 -2.4778
H 4.5359 -4.6354 -3.0478
H 3.4196 -5.4851 -4.1483
H 0.7265 -1.9793 -4.9906
H 0.9281 -3.5585 -4.9957
C -1.6148 -3.8693 6.5096
C -1.0479 -5.0372 5.6693
C 0.4504 -5.0232 5.5987
O 0.8802 -3.8910 4.8846
C 2.1452 -4.0935 4.2896
N -1.5852 -6.2665 6.2796
H -1.1675 -3.8990 7.5081
H -2.6928 -3.9513 6.6494
H -1.3855 -2.8820 6.1032
H -1.5412 -4.8473 4.7068
H 0.7903 -5.9666 5.1497
H 0.8563 -5.0588 6.6183
H 2.4492 -3.2272 3.7004
H 2.1524 -4.9016 3.5488
H 2.8555 -4.2575 5.1049
H -1.0870 -7.0510 5.8579
H -2.5411 -6.4129 5.9765
C -0.9864 -0.0512 8.1871
C -0.8203 1.1061 7.2122
C -1.5874 0.8917 5.9241
O -1.2734 -0.3392 5.2892
C -1.7468 -0.3036 3.9558
N -1.1182 2.4476 7.7295
H -2.0385 -0.3169 8.3354
H -0.5182 0.0935 9.1619
H -0.5467 -0.9801 7.8126
H 0.2395 1.1865 6.9337
H -1.4590 1.7611 5.2703
H -2.6708 0.8485 6.1288
H -2.8174 -0.5614 3.9603
H -1.4524 -1.0853 3.2503
H -1.5280 0.6559 3.4919
H -2.1325 2.3770 7.8752
H -0.7695 2.5650 8.6752
C 3.9058 0.8169 -0.7596
C 4.4761 0.3726 -2.1200
C 4.5928 1.4888 -3.1293
O 3.2947 1.8368 -3.5748
C 3.2503 3.0023 -4.3521
N 5.7815 -0.2124 -1.7836
H 2.9635 1.3516 -0.9079
H 4.5974 1.4386 -0.1931
H 3.6598 -0.0453 -0.1352
H 3.8015 -0.4318 -2.4322
H 5.2011 1.0879 -3.9481
H 5.0091 2.3894 -2.6661
H 3.4486 3.8892 -3.7380
H 2.2360 3.1021 -4.7389
H 3.9252 3.0644 -5.2129
H 5.6146 -0.8539 -1.0147
H 6.1804 -0.8352 -2.4839
C 0.5947 0.5344 -2.1967
C -0.3986 0.2034 -1.0797
C 0.2824 0.1604 0.2963
O 1.3332 -0.7498 0.2973
C 1.9396 -0.8977 1.5581
N -1.5465 1.0982 -1.1130
H 1.3899 -0.2114 -2.2069
H 1.0163 1.5345 -2.1169
H -0.0037 0.3912 -3.0975
H -0.7850 -0.8234 -1.1871
H -0.5001 -0.1610 1.0022
H 0.5497 1.2024 0.5325
H 2.1904 0.0967 1.9330
H 2.8650 -1.4667 1.4263
H 1.4006 -1.5198 2.2820
H -1.9564 1.0100 -2.0569
H -2.2832 0.6302 -0.5821
C 2.5275 3.7495 0.5031
C 2.5709 4.8717 -0.5680
C 3.9286 4.9620 -1.2338
O 4.9338 5.0886 -0.2361
C 6.0648 4.2502 -0.3953
N 1.5596 4.7023 -1.6272
H 1.6514 3.7913 1.1492
H 3.3776 3.9779 1.1524
H 2.6528 2.7490 0.0881
H 2.2806 5.8470 -0.1698
H 3.9624 5.8261 -1.9038
H 4.0814 4.0867 -1.8774
H 6.2143 3.9101 -1.4242
H 5.9072 3.4038 0.2800
H 6.9712 4.8107 -0.1596
H 0.5713 4.7603 -1.4107
H 1.6778 3.7346 -1.9260
C -3.2378 -1.6102 -3.6299
C -3.8365 -0.3630 -4.2709
C -5.3453 -0.3539 -4.0422
O -6.0232 -1.2530 -4.8962
C -6.2007 -0.8050 -6.2119
N -3.2676 0.8447 -3.6259
H -2.1797 -1.7092 -3.8692
H -3.8627 -2.4888 -3.7813
H -3.2954 -1.3872 -2.5570
H -3.5400 -0.3013 -5.3239
H -5.8168 0.6240 -4.2175
H -5.5369 -0.6252 -3.0021
H -6.9357 0.0086 -6.2854
H -6.6638 -1.6107 -6.7794
H -5.2703 -0.4671 -6.6726
H -3.9523 1.5904 -3.6391
H -2.4620 1.1432 -4.1718
C -3.3846 -4.6799 0.4805
C -2.4365 -4.0994 1.5364
C -1.1263 -3.4957 1.0431
O -0.3873 -4.4614 0.3512
C 1.0030 -4.1694 0.1809
N -3.1390 -3.0142 2.2507
H -4.2907 -5.0850 0.9293
H -2.8166 -5.3874 -0.1188
H -3.7462 -3.8750 -0.1659
H -2.1864 -4.8611 2.2810
H -0.5275 -3.1373 1.8967
H -1.2543 -2.5654 0.4671
H 1.3944 -5.0093 -0.3853
H 1.5037 -4.0045 1.1350
H 1.0226 -3.2910 -0.4693
H -2.6605 -2.5691 3.0202
H -4.0164 -3.3669 2.6142
C 3.6083 1.6633 4.4289
C 2.1326 1.6465 4.8416
O 1.6304 0.3363 4.7824
H 3.9845 0.7071 4.7985
H 4.1613 2.5149 4.8139
H 3.7203 1.6390 3.3440
H 1.5257 2.3139 4.2108
H 1.9967 2.0990 5.8334
H 0.7371 0.2629 5.1420
C -1.3721 3.3308 2.0309
C -2.8144 3.8170 1.9298
O -2.8827 5.2422 1.7792
H -0.9694 3.4670 3.0340
H -0.7145 3.6376 1.2189
H -1.4128 2.2416 1.8930
H -3.3328 3.5400 2.8474
H -3.3498 3.4506 1.0493
H -2.2320 5.4739 1.1076
C -5.4330 0.2361 1.4199
C -4.6238 -0.2542 0.1910
O -3.3038 -0.5415 0.6216
H -4.9634 1.1407 1.8169
H -5.1907 -0.4466 2.2383
H -6.4923 0.3555 1.2119
H -4.5539 0.4862 -0.6069
H -5.1280 -1.1459 -0.1925
H -3.2136 -1.4731 0.8857
C -2.1194 5.6252 -2.8011
C -2.0729 4.1347 -2.5179
O -1.4053 3.8282 -1.3200
H -2.7288 6.2383 -2.1426
H -2.4387 5.7723 -3.8341
H -1.0655 5.9189 -2.7541
H -1.5196 3.6133 -3.3125
H -3.0986 3.7338 -2.5349
H -1.3708 2.8368 -1.1790
C 0.3654 0.9585 -6.8749
C -0.2719 1.1441 -5.5246
O -1.3911 2.0193 -5.5362
H -0.3438 0.5081 -7.5760
H 1.1622 0.2128 -6.9133
H 0.7746 1.8658 -7.3214
H 0.4612 1.4741 -4.7823
H -0.6370 0.1860 -5.1474
H -1.1268 2.9240 -5.7285
```

The HOMO-LUMO gap is 0.3389 Ha.

[2]
ORCA calculation (the ωB97M-V functional and the def2-TZVPD basis) on a cluster of 13 separate species, C2H29O13 in total in a non-equilibrium geometry.

```
44
C2H29O13 (the ωB97M-V functional and the def2-TZVPD basis)
C 0.3685 -0.7801 0.7185
C 1.3524 0.1481 -0.0257
O 0.6387 0.6213 -1.1194
H -0.5908 -0.2462 0.8881
H 0.6363 -1.2194 1.6611
H 0.2837 -1.6445 0.1175
H 2.2061 -0.3925 -0.3284
H 1.6724 0.9767 0.5614
O -0.6439 -3.9274 -0.7826
H -0.5257 -3.5440 -1.6476
H 0.2030 -3.9153 -0.3248
O 2.8626 3.5815 1.0931
H 2.7838 3.2357 2.0277
H 3.0569 2.8774 0.5206
O -2.3394 -2.1042 0.6475
H -2.2632 -1.2435 0.2030
H -1.6877 -2.5951 0.1130
O -3.3183 0.8499 2.3768
H -3.3536 0.7159 1.4224
H -2.8182 1.6461 2.5714
O -1.3099 -1.4457 3.4998
H -1.5366 -1.7008 2.6292
H -2.0251 -1.6702 4.0515
O -1.1308 2.3232 -0.2173
H -0.4578 1.6851 -0.4724
H -0.7696 2.6134 0.6259
O 2.0965 -1.3861 -2.7933
H 2.6161 -0.8494 -3.3928
H 1.7623 -0.7380 -2.1708
O 0.5430 0.4015 4.1365
H -0.0576 -0.2543 3.8212
H 1.3606 -0.0837 4.0504
O 3.2336 2.0698 -1.6249
H 3.9228 1.4028 -1.6210
H 2.4549 1.6025 -1.3238
O -2.8921 0.3850 -0.2753
H -3.3158 0.3246 -1.1724
H -2.2440 1.0946 -0.3475
O -1.3340 -0.6438 -2.4745
H -0.6651 -0.2197 -1.9249
H -0.9120 -1.1208 -3.2161
O 0.8964 1.3610 -3.6797
H 0.5106 0.5856 -4.0748
H 0.7301 1.2232 -2.7269
```

As for the total charge: -1. The HOMO-LUMO gap is 0.3244 Ha.

[3]
ORCA calculation (the ωB97M-V functional and the def2-TZVPD basis) on the molecule C7H12O in a non-equilibrium geometry.

```
20
C7H12O (the ωB97M-V functional and the def2-TZVPD basis)
C 1.3591 -0.8667 -1.6862
O 0.2332 -0.3373 -1.0616
C 0.4511 -0.2889 0.3561
C 0.6879 1.1264 0.7072
C -0.8348 1.6778 0.2703
C -1.7354 0.4168 0.1085
C -0.9441 -0.6037 0.9145
C 0.1208 -1.6790 0.7137
H 1.1286 -1.1257 -2.7191
H 2.1994 -0.1228 -1.6199
H 1.6921 -1.7040 -1.1019
H 1.5659 1.5276 0.1173
H 0.8305 1.3995 1.7169
H -1.2612 2.4097 0.9527
H -0.5991 2.1614 -0.6546
H -2.7467 0.6086 0.5251
H -2.0184 0.2193 -0.9743
H -0.7815 -0.2834 2.0122
H 0.2649 -2.1927 -0.1991
H 0.3877 -2.3427 1.6226
```

As for the structure (SMILES): CO[C@@]12CCC[C@H]1C2. The HOMO-LUMO gap is 0.3571 Ha.